# 1
C42H60BF24N3O17P | wB97M-V/def2-TZVPD

The geometry in XYZ format:
```
148
Properties=species:S:1:pos:R:3:forces:R:3
C -0.213 -2.991 6.815 1.01 6.76 -2.86
C -0.330 -1.776 6.293 0.77 -5.47 2.33
P -0.341 0.007 5.607 -0.71 -1.47 2.40
C 0.798 0.993 6.785 1.17 0.37 -0.82
C 0.567 2.588 6.752 -1.08 1.82 3.16
C 0.735 3.551 5.466 0.49 0.40 0.02
N 0.241 3.168 7.937 1.28 -2.87 -3.85
C -2.151 0.552 5.629 -1.27 -0.01 -0.08
C -2.433 2.046 5.090 -0.05 2.05 -1.32
C -2.897 3.149 6.197 -0.41 -0.76 -0.11
N -2.346 2.404 3.800 -0.06 -2.43 4.80
B 0.508 0.088 3.869 1.68 1.32 -4.35
O 0.504 1.361 3.144 0.47 -3.08 1.80
N 1.222 -1.043 3.197 -0.41 0.26 1.99
C 2.225 -1.717 4.089 0.29 -1.18 1.06
C 0.292 -2.008 2.521 -0.56 0.13 -1.80
H 0.329 -3.935 7.221 -1.66 1.93 -0.87
H 0.754 0.512 7.827 -0.19 0.96 -1.52
H 1.884 0.813 6.389 -1.91 0.07 0.58
H 0.713 4.660 5.816 -0.02 -2.15 -0.24
H 1.756 3.424 4.916 -1.78 -0.12 1.14
H -0.084 3.450 4.667 1.16 -0.22 1.37
H 0.207 2.396 8.649 -0.07 0.96 -0.58
H -2.579 0.384 6.699 0.92 0.36 -1.82
H -2.732 -0.174 4.926 1.18 1.06 1.20
H -2.912 4.217 5.774 0.10 -1.84 0.41
H -3.980 2.880 6.541 1.87 0.43 -0.72
H -2.253 3.131 7.150 -0.80 -0.09 -1.61
H -2.073 1.531 3.311 -0.11 0.66 -0.25
H 1.195 1.266 2.432 -0.99 -0.05 0.71
H 1.703 -2.632 4.586 1.17 1.55 -0.59
H 2.634 -1.015 4.929 -0.82 -1.10 -1.51
H 3.149 -2.121 3.535 -1.51 0.79 0.54
H 0.566 -3.121 2.674 -0.40 1.95 0.07
H -0.808 -1.808 2.819 1.57 -0.58 -0.33
H 0.354 -1.784 1.376 -0.23 -0.62 2.00
C -0.847 7.031 7.149 -0.14 0.22 0.21
C -1.085 7.391 5.695 0.53 -0.38 0.22
O -2.267 8.194 5.559 -0.38 1.08 -0.11
C -2.120 9.517 5.821 1.85 -1.04 0.20
O -1.080 10.030 6.157 -1.45 -0.16 -0.37
C -3.437 10.255 5.590 -1.96 1.29 -0.14
F -4.497 9.608 6.128 0.81 -0.02 -0.14
F -3.708 10.402 4.272 0.56 -0.34 0.53
F -3.441 11.496 6.121 0.53 -0.95 -0.21
H -1.732 6.549 7.574 0.11 -0.07 -0.11
H 0.003 6.352 7.242 -0.06 0.04 0.02
H -0.650 7.923 7.748 0.10 -0.08 -0.12
H -1.255 6.478 5.118 -0.29 0.24 -0.07
H -0.219 7.895 5.256 -0.22 0.14 0.11
C 6.603 -6.039 5.178 -0.15 0.39 -0.11
C 6.040 -6.378 6.545 0.54 -0.75 -0.52
O 5.553 -5.194 7.197 -1.43 0.95 0.24
C 4.318 -4.785 6.829 1.12 -2.05 -0.95
O 3.634 -5.346 6.004 0.13 1.11 0.98
C 3.902 -3.551 7.625 -0.05 1.60 1.23
F 4.884 -2.624 7.703 -0.40 -0.70 -0.32
F 3.570 -3.859 8.901 0.14 -0.25 -0.78
F 2.829 -2.923 7.092 0.40 -0.57 -0.08
H 7.368 -5.260 5.260 0.04 -0.19 0.10
H 7.047 -6.922 4.714 -0.04 0.05 0.08
H 5.827 -5.652 4.515 0.23 -0.22 0.30
H 6.834 -6.784 7.177 -0.20 0.33 0.17
H 5.257 -7.139 6.482 -0.07 0.30 0.02
C 0.500 -6.985 0.132 0.18 0.35 0.02
C 1.269 -7.996 0.961 -0.89 -0.18 -0.22
O 2.639 -7.592 1.109 0.95 0.82 1.01
C 2.887 -6.672 2.071 -2.15 -0.86 -0.41
O 2.038 -6.187 2.783 1.30 -0.08 -0.47
C 4.383 -6.374 2.149 2.13 0.39 -0.18
F 4.944 -6.194 0.932 -0.72 -0.12 0.54
F 5.070 -7.381 2.738 -0.78 0.26 -0.22
F 4.659 -5.257 2.861 -0.83 -0.46 -0.50
H 0.994 -6.821 -0.827 -0.13 -0.16 0.26
H -0.519 -7.330 -0.050 0.10 -0.03 0.02
H 0.453 -6.015 0.635 -0.07 -0.13 0.09
H 1.278 -8.960 0.446 0.35 0.16 0.07
H 0.802 -8.157 1.937 0.25 0.17 -0.03
C -2.874 3.247 0.990 0.25 -0.26 -0.36
C -2.875 4.593 0.291 -0.64 -0.20 0.47
O -1.671 4.765 -0.473 0.55 -0.16 -1.24
C -1.652 4.173 -1.692 -1.91 -0.22 1.18
O -2.565 3.526 -2.146 1.35 0.64 0.03
C -0.339 4.476 -2.411 1.95 0.24 -1.08
F 0.741 4.327 -1.608 -0.80 -0.04 -0.07
F -0.297 5.748 -2.872 -0.46 -0.51 0.38
F -0.129 3.677 -3.479 -0.61 0.30 0.75
H -1.973 3.130 1.596 -0.21 0.23 -0.07
H -3.749 3.147 1.636 0.11 0.08 -0.02
H -2.881 2.426 0.268 -0.15 0.12 -0.06
H -2.893 5.392 1.036 0.30 0.01 -0.24
H -3.759 4.720 -0.340 0.26 -0.09 -0.11
C -0.640 -4.063 -6.177 0.05 0.00 0.33
C 0.245 -5.221 -6.595 -0.39 0.54 -0.64
O 0.821 -5.859 -5.444 -0.19 -1.19 1.04
C 0.029 -6.748 -4.798 -0.82 1.13 -1.97
O -1.103 -7.015 -5.129 1.19 -0.12 0.88
C 0.781 -7.383 -3.631 0.95 -1.00 1.49
F 1.462 -6.473 -2.893 -0.41 -0.08 -0.69
F 1.694 -8.289 -4.051 -0.61 0.57 -0.18
F -0.036 -8.035 -2.772 0.13 0.51 -0.87
H -0.085 -3.364 -5.544 0.05 -0.05 -0.16
H -1.013 -3.529 -7.050 0.23 -0.13 0.14
H -1.496 -4.411 -5.592 0.01 -0.02 -0.17
H 1.076 -4.847 -7.198 0.10 -0.20 0.33
H -0.300 -5.944 -7.210 0.02 -0.03 0.30
C -5.223 -7.853 -6.161 0.31 0.16 0.13
C -5.936 -7.034 -7.221 -0.16 -0.86 0.07
O -5.643 -5.637 -7.062 0.90 1.05 -0.46
C -4.465 -5.215 -7.582 -0.55 -2.23 -0.24
O -3.676 -5.935 -8.147 -0.48 1.29 0.54
C -4.304 -3.709 -7.387 0.19 2.13 0.31
F -4.633 -3.307 -6.137 0.12 -0.60 -0.51
F -5.091 -3.003 -8.232 0.26 -0.77 0.24
F -3.039 -3.286 -7.600 -0.92 -0.65 -0.13
H -5.469 -7.483 -5.161 -0.11 -0.08 -0.12
H -5.510 -8.904 -6.230 -0.02 0.09 -0.03
H -4.138 -7.781 -6.269 -0.10 -0.07 -0.08
H -7.017 -7.144 -7.103 0.13 0.38 0.01
H -5.685 -7.373 -8.230 0.14 0.23 0.13
C -2.450 5.924 -6.106 -0.19 0.10 -0.29
C -0.979 6.289 -6.145 -0.36 -0.21 0.70
O -0.549 6.513 -7.496 0.19 0.97 -0.91
C -0.827 7.735 -8.015 -0.66 -0.29 2.12
O -1.404 8.611 -7.416 0.71 -0.67 -1.13
C -0.272 7.849 -9.433 0.54 0.32 -2.16
F -0.538 6.756 -10.186 -0.04 0.35 0.72
F 1.075 7.997 -9.438 -0.60 -0.12 0.49
F -0.773 8.905 -10.108 0.08 -0.59 0.90
H -2.651 5.068 -6.757 0.10 0.00 0.16
H -2.759 5.674 -5.089 0.07 0.00 -0.05
H -3.072 6.748 -6.464 0.09 0.00 0.14
H -0.385 5.457 -5.759 0.09 0.12 -0.34
H -0.762 7.159 -5.517 -0.04 0.03 -0.29
C 2.014 4.548 -7.639 -0.09 -0.03 0.29
C 2.919 3.397 -8.036 -0.34 0.52 -0.60
O 3.488 2.777 -6.872 -0.20 -1.13 0.97
C 2.697 1.884 -6.228 -0.81 1.05 -1.92
O 1.574 1.601 -6.572 1.19 -0.09 0.87
C 3.441 1.269 -5.045 1.00 -0.78 1.71
F 4.100 2.193 -4.307 -0.49 -0.19 -0.61
F 4.371 0.370 -5.446 -0.59 0.51 -0.23
F 2.622 0.616 -4.192 0.10 0.49 -0.80
H 2.553 5.259 -7.006 0.04 -0.02 -0.18
H 1.646 5.071 -8.523 0.05 -0.07 0.06
H 1.156 4.195 -7.063 0.03 -0.05 -0.18
H 3.753 3.776 -8.632 0.10 -0.20 0.33
H 2.391 2.663 -8.652 0.03 -0.03 0.30
```
Forces are in eV/Å.

E ... -158980.575 eV
Total charge ... +1
Orbital gap ... 8.28 eV
LUMO level ... -4.061 eV

Mulliken atomic charge list, values in e, 99 entries:
1 C -0.1858
2 C -0.3951
3 P 1.1360
4 C -0.7443
5 C 0.3334
6 C -0.3525
7 N -0.5936
8 C -0.9523
9 C 0.3218
10 C -1.0301
11 N -0.3772
12 B 0.4977
13 O -0.4949
14 N 0.0353
15 C -0.9660
16 C -0.7171
17 H 0.3171
18 H 0.6049
19 H 0.2311
20 H 0.0993
21 H 0.3256
22 H -0.1007
23 H 0.2607
24 H 0.4289
25 H 0.4663
26 H 0.1589
27 H 0.4075
28 H 0.2760
29 H 0.2048
30 H 0.2695
31 H 0.2284
32 H 0.1761
33 H 0.3291
34 H 0.1997
35 H 0.2659
36 H 0.2667
37 C -1.0599
38 C -0.1076
39 O -0.3489
40 C 0.3471
41 O -0.4964
42 C 0.8505
43 F -0.2403
44 F -0.2420
45 F -0.2361
46 H 0.2511
47 H 0.3414
48 H 0.3899
49 H 0.2419
50 H 0.3481
51 C -0.6558
52 C -0.2356
53 O -0.3171
54 C 0.4319
55 O -0.4931
56 C 0.7776
57 F -0.2608
58 F -0.2691
59 F -0.2063
60 H 0.3209
61 H 0.3997
62 H -0.1114
63 H 0.3312
64 H 0.2926
65 C -0.7024
66 C -0.2791
67 O -0.3245
68 C 0.2578
69 O -0.5342
70 C 1.0154
71 F -0.2564
72 F -0.2696
73 F -0.2616
74 H 0.0356
75 H 0.4216
76 H 0.1992
77 H 0.3826
78 H 0.3008
79 C -0.8648
80 C -0.3675
81 O -0.3159
82 C 0.2614
83 O -0.5222
84 C 1.0015
85 F -0.2475
86 F -0.2610
87 F -0.2294
88 H 0.2237
89 H 0.3624
90 H 0.3505
91 H 0.3549
92 H 0.3250
93 C -1.0249
94 C -0.2453
95 O -0.3208
96 C 0.2375
97 O -0.5291
98 C 1.0781
99 F -0.3048

***

# 2
C24H58N3O12P4STl | wB97M-V/def2-TZVPD

The geometry in XYZ format:
```
103
Properties=species:S:1:pos:R:3:forces:R:3
Tl -0.982 0.409 0.521 -0.18 0.16 0.23
C -2.050 0.002 5.562 0.06 0.03 -0.02
C -0.575 -0.211 5.816 -0.03 -0.07 0.05
C -0.117 -1.643 5.635 0.02 0.05 -0.01
O 0.214 0.690 4.944 -0.02 0.01 -0.08
P 0.421 0.604 3.408 0.12 0.00 0.13
O -0.617 -0.182 2.652 0.06 0.10 -0.03
C 2.060 -0.112 3.133 -0.13 0.02 -0.09
P 2.180 -0.748 1.439 0.07 0.01 0.11
O 1.433 0.191 0.535 0.02 -0.29 -0.11
O 3.696 -0.894 1.096 -0.07 -0.05 0.03
C 4.570 0.281 0.907 0.05 0.05 -0.02
C 4.849 0.413 -0.572 -0.01 0.00 0.03
C 5.803 0.048 1.747 -0.02 -0.01 -0.01
O 1.565 -2.171 1.386 0.06 0.07 0.00
C 2.143 -3.501 1.682 0.02 -0.07 0.02
C 2.887 -3.497 2.999 -0.02 0.03 -0.03
C 2.980 -3.961 0.510 -0.03 0.04 0.01
O 0.435 2.058 2.850 0.00 -0.04 -0.02
C 1.222 3.176 3.414 0.01 0.06 0.03
C 1.921 3.836 2.249 -0.02 -0.02 0.01
C 0.269 4.082 4.155 0.01 -0.02 0.00
H -2.624 -0.557 6.302 0.01 0.00 0.00
H -2.319 -0.345 4.565 -0.02 0.00 -0.01
H -2.309 1.056 5.654 -0.01 0.00 0.00
H -0.307 0.146 6.809 0.01 0.01 -0.01
H -0.330 -1.995 4.622 -0.01 -0.01 0.01
H -0.653 -2.282 6.336 -0.01 0.00 0.00
H 0.949 -1.744 5.846 0.00 0.00 0.00
H 2.237 -0.913 3.850 0.00 -0.02 0.00
H 2.825 0.652 3.295 -0.01 0.02 -0.01
H 4.022 1.160 1.262 0.00 0.00 -0.01
H 5.353 -0.479 -0.941 0.00 0.00 -0.01
H 5.496 1.273 -0.746 0.00 0.00 -0.01
H 3.924 0.561 -1.129 -0.01 0.01 -0.01
H 6.303 -0.868 1.431 0.01 0.00 0.00
H 5.556 -0.035 2.805 0.00 -0.01 0.00
H 6.497 0.878 1.620 0.00 0.01 0.00
H 1.247 -4.114 1.764 0.00 0.01 0.00
H 3.765 -2.850 2.956 0.00 0.00 0.01
H 3.233 -4.509 3.210 0.00 -0.01 0.00
H 2.239 -3.195 3.822 0.00 0.00 0.01
H 3.897 -3.380 0.431 0.02 0.01 -0.01
H 2.419 -3.876 -0.420 -0.01 -0.01 -0.01
H 3.245 -5.008 0.652 0.00 0.00 0.01
H 1.949 2.746 4.109 0.00 -0.01 -0.01
H 1.188 4.266 1.566 0.00 0.00 -0.01
H 2.529 3.118 1.696 0.01 0.01 0.00
H 2.566 4.635 2.613 0.00 0.01 0.00
H -0.496 4.459 3.477 0.00 0.01 0.00
H 0.818 4.930 4.564 0.00 0.01 0.01
H -0.212 3.555 4.978 0.00 0.00 0.00
N -4.651 -1.301 1.471 -0.05 0.02 0.05
C -4.506 -0.654 0.104 0.04 0.07 -0.04
C -5.774 -0.862 -0.707 -0.03 0.04 -0.01
P -3.001 -1.379 -0.662 0.10 -0.02 -0.30
O -3.467 -2.829 -1.113 0.04 -0.02 0.04
O -2.485 -0.515 -1.750 -0.05 -0.06 0.00
O -2.032 -1.541 0.527 0.08 0.05 -0.06
P -4.198 1.161 0.447 -0.04 0.05 0.10
O -5.414 1.359 1.495 0.05 0.07 0.00
O -4.321 1.965 -0.771 -0.01 -0.01 -0.02
O -2.938 1.169 1.311 -0.11 -0.11 -0.08
H -5.080 -2.226 1.405 0.02 0.00 0.00
H -5.234 -0.696 2.062 -0.01 -0.05 0.00
H -3.714 -1.392 1.885 -0.03 0.03 0.02
H -5.940 -1.918 -0.928 -0.01 0.00 0.02
H -5.682 -0.317 -1.645 0.02 -0.01 -0.01
H -6.641 -0.463 -0.180 0.00 0.01 0.00
H -3.374 -3.004 -2.060 -0.02 0.02 0.08
H -5.951 2.145 1.317 0.03 -0.10 -0.03
C 2.973 -0.388 -6.742 -0.02 -0.02 0.01
C 2.009 -0.955 -5.709 0.03 0.02 0.01
C 1.854 -0.038 -4.501 0.01 -0.01 -0.01
C 0.912 -0.628 -3.457 -0.01 0.01 -0.03
N 0.604 0.293 -2.365 0.02 -0.01 -0.04
C -0.305 1.256 -2.431 0.11 0.00 0.17
S -0.590 2.254 -1.014 -0.03 0.01 0.07
N -0.968 1.527 -3.523 -0.06 0.04 -0.08
C -2.142 2.420 -3.620 0.00 0.03 -0.01
C -2.881 2.185 -4.927 -0.04 -0.01 -0.01
C -3.689 0.890 -5.002 0.00 -0.01 -0.02
C -2.859 -0.387 -5.124 0.00 0.02 0.03
H 3.068 -1.054 -7.598 0.00 0.00 -0.01
H 3.967 -0.250 -6.315 0.01 0.00 0.00
H 2.630 0.580 -7.110 0.00 0.01 0.00
H 2.360 -1.936 -5.375 -0.01 -0.01 0.00
H 1.028 -1.119 -6.166 0.00 -0.01 0.00
H 1.490 0.943 -4.825 0.01 -0.01 -0.01
H 2.831 0.139 -4.042 -0.01 0.03 0.01
H 1.355 -1.516 -3.007 -0.02 0.00 0.00
H -0.030 -0.947 -3.912 -0.01 0.00 0.01
H 1.160 0.263 -1.520 0.05 -0.01 0.02
H -0.716 1.028 -4.366 -0.01 -0.01 0.01
H -1.793 3.452 -3.571 0.01 0.00 0.01
H -2.790 2.231 -2.762 0.02 -0.03 0.01
H -2.177 2.243 -5.766 -0.01 0.01 0.00
H -3.559 3.031 -5.051 0.00 0.00 0.00
H -4.351 0.963 -5.866 -0.01 -0.01 0.00
H -4.332 0.826 -4.119 0.00 0.01 -0.01
H -2.142 -0.314 -5.948 0.01 0.00 0.00
H -3.500 -1.242 -5.341 0.00 -0.01 0.00
H -2.326 -0.605 -4.197 -0.04 -0.02 -0.04
```
Forces are in eV/Å.

E ... -107554.122 eV
Total charge ... +2
Orbital gap ... 8.74 eV
Energy relative to the best compared isomer or geometry (same formula, charge and spin) ... 0.0 kcal/mol
LUMO level ... -5.762 eV

Mulliken atomic charge list, values in e, 99 entries:
1 Tl 2.3896
2 C -0.9856
3 C 0.3845
4 C -1.1707
5 O -0.3677
6 P -0.3578
7 O -0.7975
8 C -0.0370
9 P -0.8123
10 O -0.2549
11 O 0.2076
12 C 1.3012
13 C -1.2683
14 C -1.4999
15 O -0.3690
16 C 0.5012
17 C -1.1095
18 C -1.3214
19 O 0.2619
20 C 0.5725
21 C -1.0303
22 C -1.5030
23 H 0.5041
24 H -0.0486
25 H 0.3457
26 H 0.3461
27 H 0.1306
28 H 0.5460
29 H 0.3509
30 H 0.4225
31 H 0.4222
32 H -0.3609
33 H 0.3152
34 H 0.4549
35 H 0.1559
36 H 0.2992
37 H 0.3479
38 H 0.4640
39 H 0.3927
40 H 0.2389
41 H 0.5077
42 H 0.1423
43 H 0.1956
44 H 0.3141
45 H 0.5010
46 H 0.3560
47 H 0.2744
48 H 0.0062
49 H 0.4776
50 H 0.3121
51 H 0.4423
52 H 0.3059
53 N -0.1643
54 C 0.8780
55 C -1.7103
56 P 0.2114
57 O -0.6198
58 O 0.0433
59 O -1.1123
60 P 0.4088
61 O -0.5558
62 O -0.7426
63 O -0.4055
64 H 0.4111
65 H 0.4270
66 H 0.1872
67 H 0.4374
68 H 0.3058
69 H 0.4787
70 H 0.3578
71 H 0.3765
72 C -1.3441
73 C -0.3136
74 C -0.2257
75 C -1.3099
76 N 0.7703
77 C 0.2538
78 S -0.2484
79 N 0.1969
80 C -0.2918
81 C -1.2748
82 C -0.0795
83 C -0.7049
84 H 0.3918
85 H 0.3320
86 H 0.3420
87 H 0.3443
88 H 0.2799
89 H 0.3564
90 H 0.3041
91 H 0.7415
92 H -0.0143
93 H -0.1490
94 H 0.0681
95 H 0.4791
96 H 0.1933
97 H 0.3770
98 H 0.4330
99 H 0.3710

***

# 3
C3H7NOS | wB97M-V/def2-TZVPD

The geometry in XYZ format:
```
13
Properties=species:S:1:pos:R:3:forces:R:3
C -2.011 -1.757 -1.809 -1.31 -3.15 -0.93
C -1.129 -0.348 -0.302 -2.97 0.43 2.15
C -0.015 0.488 0.063 -0.39 -1.39 -0.89
H -2.737 -1.465 -2.996 2.23 -1.74 3.93
H -1.069 -2.963 -1.740 -2.96 3.34 -0.64
H -2.916 -2.168 -0.477 2.01 1.39 -3.77
H -1.190 -1.424 0.299 -0.07 3.35 -0.91
H -1.991 0.648 -0.158 1.19 -3.43 0.47
H 0.013 1.376 -0.454 0.40 2.41 -1.36
H 2.286 0.195 2.377 0.30 2.36 -1.37
N 0.761 0.175 0.966 -0.11 -1.47 0.70
O -1.261 -0.633 -1.644 -0.30 -0.71 -0.35
S 1.956 1.209 1.364 1.99 -1.39 2.97
```
Forces are in eV/Å.

E ... -17588.880 eV
Orbital gap ... 9.27 eV
Energy relative to the best compared isomer or geometry (same formula, charge and spin) ... 208.7 kcal/mol
LUMO level ... 0.360 eV

Charges computed using Mulliken, reported in e:
1 C -0.5233
2 C -0.2673
3 C -0.1133
4 H 0.2337
5 H 0.2225
6 H 0.2177
7 H 0.2974
8 H 0.0960
9 H 0.4102
10 H 0.1856
11 N -0.3279
12 O -0.2581
13 S -0.1731

***

# 4
C4H8MgO2 | wB97M-V/def2-TZVPD

The geometry in XYZ format:
```
15
Properties=species:S:1:pos:R:3:forces:R:3
C -1.735 -0.410 1.151 0.54 -0.70 0.38
C -0.402 -0.680 0.575 -0.95 0.23 -1.01
C 0.692 0.109 0.737 1.42 0.33 -0.26
C 1.854 -0.166 -0.033 -2.91 -1.36 0.51
O 2.905 0.502 0.064 2.98 1.14 -0.45
Mg 4.690 0.628 -0.559 -1.00 0.04 0.44
H -2.505 -0.542 0.376 0.23 0.14 0.23
H -1.788 0.552 1.672 -0.10 -0.30 -0.16
H -0.337 -1.510 -0.137 0.01 0.06 0.32
H -1.890 -1.244 1.873 -0.21 0.42 -0.18
H 0.695 0.973 1.405 0.01 -0.23 -0.14
H 1.818 -1.003 -0.751 -0.07 0.20 0.24
H -0.761 1.244 -1.681 -0.20 0.11 -0.17
O -1.271 0.545 -2.104 0.33 -0.06 0.35
H -1.965 1.003 -2.589 -0.09 -0.02 -0.10
```
Forces are in eV/Å.

E ... -13798.685 eV
Total charge ... +2
Orbital gap ... 5.12 eV
Energy relative to the best compared isomer or geometry (same formula, charge and spin) ... 1.2 kcal/mol
LUMO level ... -12.124 eV

Charges computed using Mulliken, reported in e:
1 C -1.1061
2 C 0.0506
3 C -0.2056
4 C 0.3187
5 O -0.6678
6 Mg 1.5711
7 H 0.3383
8 H 0.3502
9 H 0.3089
10 H 0.3699
11 H 0.3064
12 H 0.3365
13 H 0.3102
14 O -0.6115
15 H 0.3302

***

- Among the records above, which one has the lowest LUMO level?
  C4H8MgO2

***

- Among the records above, which one has the highest orbital gap?
  C3H7NOS